Formula: C3H4O2S
Source: the OMol25 dataset
Level of theory: wB97M-V/def2-TZVPD

Calculated values
SMILES string: O=C(O)[C@H]1CS1
Relative energy (zero: lowest compared OMol25 entry of this formula, charge and spin) (kcal per mole): 13.7
HOMO-LUMO gap (eV): 10.38
LUMO energy (hartree): 0.0186
HOMO level (eV): -9.9

Positions of all 10 atoms, in Å:
O  2.232  -0.651  -0.379
C  1.269  -0.038  -0.029
O  1.208  1.255  0.383
C  -0.092  -0.655  -0.103
C  -1.113  -0.631  0.953
S  -1.603  0.314  -0.497
H  0.268  1.431  0.620
H  -0.093  -1.637  -0.657
H  -0.755  -0.133  1.845
H  -1.673  -1.569  1.182

=====

Formula: C5H4O3
Source: the OMol25 dataset
Level of theory: wB97M-V/def2-TZVPD

Calculated values
SMILES string: c1cc2c(o1)OCO2
Relative energy (zero: lowest compared OMol25 entry of this formula, charge and spin) (kcal per mole): 106.1
HOMO-LUMO gap (eV): 8.52
LUMO energy (hartree): 0.0323
HOMO level (eV): -7.6

Positions of all 12 atoms, in Å:
C  2.113  -0.114  0.144
C  1.504  1.172  -0.005
C  0.087  0.740  -0.152
C  0.034  -0.564  -0.026
O  1.153  -1.157  -0.162
O  -1.132  -1.199  0.043
C  -2.080  0.045  0.146
O  -1.244  1.253  -0.097
H  3.023  -0.528  0.402
H  2.115  1.984  0.266
H  -2.826  -0.307  -0.795
H  -2.469  0.003  1.208

=====

Formula: C26H54BO3
Source: the OMol25 dataset
Level of theory: wB97M-V/def2-TZVPD

Calculated values
HOMO-LUMO gap (eV): 6.46
LUMO energy (hartree): 0.0934
Total charge: -1
HOMO level (eV): -3.9

Positions of all 84 atoms, in Å:
C  -5.630  -0.811  2.557
C  -4.218  -0.680  3.160
C  -3.516  -2.033  3.347
C  -2.437  -2.042  4.431
C  -1.368  -0.935  4.323
C  0.029  -1.431  3.912
C  1.185  -0.622  4.523
C  1.740  0.533  3.681
C  0.874  1.796  3.702
C  1.567  3.006  3.056
C  1.449  3.096  1.518
C  0.501  4.201  1.016
C  -0.468  3.750  -0.086
C  0.189  3.590  -1.479
C  -0.496  2.526  -2.341
C  0.191  2.130  -3.661
C  1.591  1.459  -3.651
C  1.600  -0.070  -3.957
C  2.152  -1.103  -2.925
C  2.284  -0.583  -1.476
C  3.642  0.072  -1.200
O  3.469  -1.407  -3.322
B  3.492  -2.791  -3.860
O  2.460  -3.451  -3.004
C  1.404  -2.528  -2.910
C  0.372  -2.914  -4.004
C  -1.125  -2.540  -3.864
C  -1.702  -2.687  -2.449
C  -1.644  -1.337  -1.771
O  -1.611  -1.409  -0.348
H  -5.765  -0.127  1.719
H  -5.783  -1.821  2.169
H  -6.412  -0.614  3.291
H  -4.246  -0.143  4.112
H  -3.612  -0.072  2.487
H  -3.076  -2.336  2.393
H  -4.275  -2.782  3.599
H  -1.926  -3.009  4.385
H  -2.926  -2.006  5.410
H  -1.286  -0.428  5.290
H  -1.692  -0.170  3.614
H  0.139  -2.476  4.212
H  0.123  -1.418  2.825
H  2.013  -1.307  4.723
H  0.868  -0.225  5.494
H  1.905  0.207  2.648
H  2.725  0.791  4.084
H  -0.069  1.586  3.180
H  0.618  2.026  4.741
H  2.629  2.937  3.309
H  1.175  3.923  3.503
H  2.441  3.261  1.104
H  1.107  2.132  1.127
H  1.085  5.050  0.648
H  -0.089  4.556  1.868
H  -0.918  2.798  0.220
H  -1.294  4.466  -0.143
H  1.254  3.371  -1.348
H  0.123  4.558  -1.987
H  -1.473  2.944  -2.621
H  -0.720  1.659  -1.730
H  -0.479  1.436  -4.179
H  0.224  3.033  -4.281
H  2.129  1.708  -2.739
H  2.155  1.940  -4.455
H  2.243  -0.240  -4.821
H  0.598  -0.346  -4.282
H  1.490  0.135  -1.225
H  2.187  -1.429  -0.787
H  3.611  0.636  -0.271
H  3.948  0.739  -2.006
H  4.412  -0.692  -1.113
H  4.576  -3.350  -3.747
H  3.145  -2.797  -5.068
H  0.960  -2.714  -1.924
H  0.414  -4.007  -4.021
H  0.745  -2.590  -4.978
H  -1.286  -1.505  -4.185
H  -1.719  -3.148  -4.552
H  -1.148  -3.416  -1.854
H  -2.737  -3.043  -2.484
H  -2.495  -0.730  -2.094
H  -0.743  -0.843  -2.122
H  -0.848  -0.895  -0.054

=====

Formula: C13H17ClN2OS
Source: the OMol25 dataset
Level of theory: wB97M-V/def2-TZVPD

Calculated values
SMILES string: OCCN1CCN(C(=S)c2ccc(Cl)cc2)CC1
Relative energy (zero: lowest compared OMol25 entry of this formula, charge and spin) (kcal per mole): 19.6
HOMO-LUMO gap (eV): 8.31
LUMO energy (hartree): 0.0100
HOMO level (eV): -8.0

Positions of all 35 atoms, in Å:
O  5.076  1.841  -1.068
C  4.104  1.241  -0.249
C  2.792  0.976  -1.015
N  1.782  0.225  -0.311
C  1.305  0.802  0.925
C  -0.112  0.255  1.193
N  -0.208  -1.101  0.693
C  -1.203  -1.529  -0.098
S  -1.128  -2.941  -0.951
C  -2.459  -0.764  -0.155
C  -3.037  -0.483  -1.391
C  -4.249  0.174  -1.470
C  -4.905  0.534  -0.302
Cl  -6.424  1.351  -0.392
C  -4.359  0.241  0.938
C  -3.137  -0.401  1.008
C  1.038  -1.823  0.780
C  2.060  -1.197  -0.179
H  4.715  2.654  -1.439
H  3.904  1.865  0.634
H  4.550  0.301  0.083
H  3.032  0.431  -1.932
H  2.350  1.939  -1.300
H  1.251  1.887  0.815
H  1.967  0.581  1.779
H  -0.317  0.275  2.271
H  -0.853  0.872  0.684
H  -2.524  -0.787  -2.290
H  -4.689  0.398  -2.429
H  -4.888  0.510  1.838
H  -2.720  -0.648  1.972
H  1.388  -1.765  1.814
H  0.863  -2.867  0.520
H  1.960  -1.643  -1.172
H  3.074  -1.404  0.196

=====

Formula: C24H35N2PtS
Source: the OMol25 dataset
Level of theory: wB97M-V/def2-TZVPD

Calculated values
HOMO-LUMO gap (eV): 6.49
LUMO energy (hartree): -0.1605
Total charge: +1
HOMO level (eV): -10.9

Positions of all 63 atoms, in Å:
Pt  -0.604  -0.154  -0.597
C  -0.774  0.220  1.482
C  -0.386  1.455  0.908
C  1.110  1.365  0.628
C  1.467  0.086  0.902
C  0.323  -0.680  1.396
C  0.366  -2.108  1.858
C  -1.036  -2.621  2.178
C  1.002  -2.995  0.782
C  1.240  -2.129  3.124
C  2.137  2.410  0.187
C  2.136  3.597  1.160
C  1.905  2.882  -1.254
C  3.547  1.809  0.223
C  -1.389  2.609  0.934
C  -1.201  3.648  -0.171
C  -1.273  3.273  2.320
C  -2.822  2.074  0.800
H  -1.712  0.027  1.973
H  2.458  -0.318  0.771
H  -1.689  -2.561  1.302
H  -1.498  -2.063  2.996
H  -0.979  -3.667  2.484
H  0.445  -2.936  -0.156
H  0.992  -4.033  1.120
H  2.041  -2.717  0.585
H  0.813  -1.511  3.917
H  2.253  -1.774  2.923
H  1.309  -3.154  3.495
H  1.220  4.181  1.132
H  2.962  4.266  0.909
H  2.286  3.252  2.186
H  0.944  3.362  -1.412
H  1.978  2.028  -1.925
H  2.688  3.588  -1.538
H  3.811  1.443  1.217
H  4.264  2.586  -0.045
H  3.665  0.993  -0.495
H  -0.237  4.147  -0.147
H  -1.963  4.420  -0.052
H  -1.337  3.204  -1.162
H  -0.286  3.700  2.498
H  -1.476  2.552  3.115
H  -2.005  4.080  2.399
H  -2.933  1.394  -0.043
H  -3.492  2.918  0.637
H  -3.161  1.559  1.700
N  1.501  -0.327  -3.150
C  0.579  -1.299  -3.121
N  -0.519  -1.206  -2.397
C  -1.322  -2.373  -2.573
C  -2.571  -2.615  -2.025
C  -3.191  -3.822  -2.296
C  -2.591  -4.785  -3.112
C  -1.359  -4.535  -3.686
C  -0.749  -3.321  -3.406
S  0.779  -2.748  -4.023
H  1.273  0.555  -2.725
H  2.266  -0.357  -3.800
H  -3.056  -1.869  -1.414
H  -4.167  -4.019  -1.872
H  -3.094  -5.723  -3.307
H  -0.891  -5.263  -4.337

=====

Formula: C20H12Cl2N3O9Ta
Source: the OMol25 dataset
Level of theory: wB97M-V/def2-TZVPD

Calculated values
Relative energy (zero: lowest compared OMol25 entry of this formula, charge and spin) (kcal per mole): 15.3
HOMO-LUMO gap (eV): 6.52
LUMO energy (hartree): -0.3271
Total charge: +2
HOMO level (eV): -15.4

Positions of all 47 atoms, in Å:
Ta  -0.033  -0.091  0.474
O  3.976  0.652  0.713
C  2.860  0.946  0.477
O  1.852  -0.036  0.501
C  2.374  2.336  0.194
C  3.349  3.325  0.104
C  2.963  4.626  -0.137
C  1.640  4.999  -0.262
C  0.670  4.023  -0.143
C  1.029  2.695  0.055
O  0.070  1.726  0.121
N  -0.748  4.440  -0.198
O  -0.981  5.493  -0.730
O  -1.571  3.675  0.272
N  4.010  5.673  -0.250
O  3.625  6.795  -0.477
O  5.154  5.300  -0.152
H  4.396  3.077  0.216
H  1.367  6.032  -0.435
Cl  -6.135  0.867  4.455
C  -4.888  0.549  3.330
C  -5.218  0.329  1.983
C  -4.254  0.065  1.019
Cl  -4.690  -0.207  -0.611
C  -2.920  0.036  1.392
O  -1.947  -0.195  0.506
C  -2.568  0.248  2.755
C  -1.251  0.184  3.191
O  -0.206  -0.021  2.448
C  -3.577  0.503  3.722
H  -6.259  0.366  1.683
H  -1.020  0.316  4.247
H  -3.305  0.662  4.758
C  0.293  -6.455  -0.598
C  0.201  -4.979  -0.410
C  -0.069  -4.114  -1.473
C  -0.137  -2.759  -1.256
N  0.049  -2.217  -0.037
C  0.311  -3.047  1.014
C  0.389  -4.404  0.855
H  0.151  -6.741  -1.636
H  -0.462  -6.956  0.012
H  1.266  -6.815  -0.261
H  -0.222  -4.498  -2.472
H  -0.347  -2.079  -2.075
H  0.481  -2.588  1.982
H  0.607  -5.024  1.715

=====

Formula: C13H19BrOSiTc
Source: the OMol25 dataset
Level of theory: wB97M-V/def2-TZVPD

Calculated values
HOMO-LUMO gap (alpha / beta) (eV): 7.00 / 6.80
LUMO energy (alpha / beta) (hartree): 0.0078 / -0.0562
Spin multiplicity: 4
HOMO level (alpha / beta) (eV): -6.8 / -8.3

Positions of all 36 atoms, in Å:
C  -2.015  -1.016  -1.777
C  -2.289  -1.474  -0.448
C  -2.230  -0.356  0.428
H  -2.525  -2.492  -0.163
C  -1.912  0.811  -0.347
C  -1.890  0.426  -1.730
H  -2.136  1.131  -2.521
H  -2.094  -1.589  -2.705
H  -2.464  -0.330  1.495
H  -1.875  1.855  -0.034
Tc  0.118  -0.148  -1.140
Br  0.748  -2.502  -0.216
C  2.100  0.684  -1.782
C  0.973  1.466  -2.227
C  0.185  0.610  -3.105
H  0.813  2.526  -2.008
C  0.786  -0.709  -3.101
C  1.996  -0.615  -2.336
H  2.752  -1.383  -2.219
H  2.947  1.036  -1.201
H  -0.636  0.925  -3.734
H  0.462  -1.564  -3.672
C  2.352  0.352  3.157
Si  0.712  0.263  2.233
C  -0.060  -1.363  2.861
C  -0.403  1.545  3.061
O  0.756  0.519  0.612
H  2.151  0.294  4.241
H  2.896  1.288  2.967
H  3.019  -0.484  2.903
H  -0.065  -1.300  3.959
H  -1.092  -1.478  2.518
H  0.524  -2.228  2.529
H  0.002  2.557  2.947
H  -1.408  1.536  2.627
H  -0.499  1.315  4.130

=====

Formula: C5H14NO2
Source: the OMol25 dataset
Level of theory: wB97M-V/def2-TZVPD

Calculated values
Relative energy (zero: lowest compared OMol25 entry of this formula, charge and spin) (kcal per mole): 20.3
HOMO-LUMO gap (eV): 6.24
LUMO energy (hartree): 0.1350
Total charge: -1
HOMO level (eV): -2.6

Positions of all 22 atoms, in Å:
C  -0.605  1.030  -1.502
O  -1.505  0.412  -2.275
C  0.561  0.095  -1.069
C  -0.006  -1.069  -0.254
C  -0.807  -0.668  0.997
C  1.135  -2.021  0.218
N  1.684  0.832  -0.463
H  -0.128  1.918  -2.025
H  -0.950  1.535  -0.554
H  0.868  -0.324  -2.033
H  -0.607  -1.635  -0.956
H  -1.232  -1.601  1.391
H  -0.170  -0.268  1.781
H  -1.715  -0.126  0.722
H  1.994  -1.856  -0.444
H  0.871  -3.066  0.037
H  1.445  -1.899  1.252
H  1.977  0.410  0.412
H  1.312  1.750  -0.228
H  -0.783  1.675  1.548
H  -2.105  2.417  1.520
O  -1.235  2.461  1.926

=====

Q: Number 7 is which compound?
A: C13H19BrOSiTc

=====

Copy entry 4 word for word.
Formula: C13H17ClN2OS
Source: the OMol25 dataset
Level of theory: wB97M-V/def2-TZVPD

Calculated values
SMILES string: OCCN1CCN(C(=S)c2ccc(Cl)cc2)CC1
Relative energy (zero: lowest compared OMol25 entry of this formula, charge and spin) (kcal per mole): 19.6
HOMO-LUMO gap (eV): 8.31
LUMO energy (hartree): 0.0100
HOMO level (eV): -8.0

Positions of all 35 atoms, in Å:
O  5.076  1.841  -1.068
C  4.104  1.241  -0.249
C  2.792  0.976  -1.015
N  1.782  0.225  -0.311
C  1.305  0.802  0.925
C  -0.112  0.255  1.193
N  -0.208  -1.101  0.693
C  -1.203  -1.529  -0.098
S  -1.128  -2.941  -0.951
C  -2.459  -0.764  -0.155
C  -3.037  -0.483  -1.391
C  -4.249  0.174  -1.470
C  -4.905  0.534  -0.302
Cl  -6.424  1.351  -0.392
C  -4.359  0.241  0.938
C  -3.137  -0.401  1.008
C  1.038  -1.823  0.780
C  2.060  -1.197  -0.179
H  4.715  2.654  -1.439
H  3.904  1.865  0.634
H  4.550  0.301  0.083
H  3.032  0.431  -1.932
H  2.350  1.939  -1.300
H  1.251  1.887  0.815
H  1.967  0.581  1.779
H  -0.317  0.275  2.271
H  -0.853  0.872  0.684
H  -2.524  -0.787  -2.290
H  -4.689  0.398  -2.429
H  -4.888  0.510  1.838
H  -2.720  -0.648  1.972
H  1.388  -1.765  1.814
H  0.863  -2.867  0.520
H  1.960  -1.643  -1.172
H  3.074  -1.404  0.196